Record 1
62
Properties=species:S:1:pos:R:3 method="wB97M-V/def2-TZVPD" homo_ev=-14.13 e_above_lowest_kcal_mol=38.1 lumo_ha=-0.271 e_tot_ha=-4359.7034 charge=+2 gap_ev=6.75
C 4.3441 1.5460 -1.0330
H -1.1688 -0.6948 4.3016
O -3.5150 2.2184 -1.3090
N -1.9730 0.8292 -0.4694
C 3.3793 -0.8173 -1.3326
C -2.2780 1.9720 -0.9891
F -0.9225 -1.5402 -1.5536
N 2.0860 1.1150 -0.5175
C -4.0443 0.1861 1.9442
C -1.2407 2.9655 -1.2992
Br 0.9826 -2.2089 5.6386
H 4.5634 -3.9883 -1.3284
H 1.9352 4.9951 -1.9810
H -3.5662 -3.6099 2.4274
C 2.7172 -1.9817 -3.3347
C 1.5002 -1.4485 1.6123
C -4.2849 1.0190 -0.9774
C -0.2293 4.9915 -2.0047
H -3.0774 -2.5787 0.2386
C 2.7209 -0.8317 -2.5600
H 3.6559 0.1956 0.5390
H -5.0217 1.3066 -0.2369
C 2.2483 2.2857 -1.0405
C 4.0422 -1.9563 -0.8941
C -4.1382 -1.7610 3.3500
N -0.0361 2.4444 -1.1155
H 3.3746 -4.0171 -3.4935
H 5.0648 1.9087 -0.3059
B 0.0722 -1.4517 -0.6981
C 1.0796 3.1315 -1.3370
C 1.6878 -1.8802 2.9115
C 3.4054 0.4352 -0.4935
H -3.0964 -0.7869 -1.1849
C 0.3348 -0.7567 1.2738
C 3.3752 -3.1207 -2.8886
H -4.7758 0.6960 -1.8900
H 4.5662 -1.9481 0.0557
H -1.5238 0.0552 2.0193
H 2.2222 0.0579 -2.9322
Pd 0.1180 0.6100 -0.2378
C -0.6215 -0.4861 2.2450
H 2.5818 -2.4284 3.1761
C 4.0422 -3.1054 -1.6727
H -4.3626 -2.2160 4.3057
C -3.6900 -2.5431 2.2965
C -3.2395 0.0109 -0.4564
H -2.3688 4.6852 -1.9211
H -4.1864 1.2517 1.8228
H -0.3077 6.0086 -2.3648
H 2.2545 -1.6803 0.8793
H 4.8374 1.2690 -1.9599
F 0.8684 -2.4727 -0.5783
C -0.4227 -0.9090 3.5496
C -4.3176 -0.3938 3.1745
C 0.7248 -1.6133 3.8784
C 1.0293 4.4352 -1.7948
O 3.4491 2.6701 -1.3473
H 2.2104 -1.9875 -4.2904
C -1.3873 4.2621 -1.7585
C -3.5824 -0.5979 0.8843
C -3.4132 -1.9605 1.0663
H -4.6822 0.2151 3.9912

=====

Record 2
20
Properties=species:S:1:pos:R:3 method="wB97M-V/def2-TZVPD" homo_ev=-9.67 e_above_lowest_kcal_mol=157.5 lumo_ha=0.001 e_tot_ha=-531.5540 charge=0 gap_ev=9.71
O -3.4689 -0.4930 -0.3730
H 0.9523 -1.3175 1.3172
C 0.5667 1.2019 -0.0234
C 0.8236 -0.2641 -0.4621
H 1.5516 2.5750 1.3042
H 1.8926 0.8411 1.5867
H 1.8245 -0.3938 -2.2675
H -0.8306 -1.6889 1.2935
C 0.8619 -0.4408 -1.9570
H 0.4242 -1.3911 -2.2736
N -2.5979 0.1698 0.1741
O 0.0246 2.0077 -0.7803
C 1.0479 -1.3013 0.2495
C 1.1384 1.5717 1.3103
H -2.4471 1.1604 -0.0590
O -1.7155 -1.5987 0.8818
H 0.1759 0.3372 -2.5000
H 0.2283 1.5496 2.0235
H 1.1403 -2.3045 -0.2517
N -1.5929 -0.2206 0.8067

=====

Record 3
15
Properties=species:S:1:pos:R:3 method="wB97M-V/def2-TZVPD" homo_ev="-11.96 / -13.46" e_above_lowest_kcal_mol=138.5 lumo_ha="-0.185 / -0.146" e_tot_ha=-311.9558 charge=+1 gap_ev="6.92 / 9.48"
H -0.9882 0.0017 -1.6849
H 0.1597 0.1643 3.1463
H 1.7160 -0.0746 2.1274
H 1.1434 1.9989 -2.3131
C 0.6560 -0.2827 2.2191
F -1.5069 0.5570 1.3491
C -0.0069 0.4059 -1.3873
H -0.5433 1.9123 -2.8901
H -0.5456 -2.2974 2.4110
C -0.1067 -1.5438 1.7345
H 0.3912 -2.0490 0.8950
H -0.0625 2.5263 -1.4044
H 0.9541 -0.1237 -1.5013
N 0.1411 1.7071 -2.0152
C -0.4674 -0.2336 1.2949